# 1
The following is a DFT calculation (the ωB97M-V functional and the def2-TZVPD basis) of C20H23BrF6InN2O7S2 as an isolated structure.

As for the molecular weight: 776.25 g/mol. The value obtained for the total energy is -5571.6209 Ha. The calculation puts the energy above the lowest of the compared OMol25 structures with the same formula, charge and spin at 94.8 kJ/mol. The highest occupied orbital energy is -11.7164 eV. For the max |F|, the calculation gives 0.75 eV Å⁻¹. As for the net charge: +1.

```
62
Properties=species:S:1:pos:R:3:forces:R:3:lowdin_charge:R:1
In 0.440590 0.058883 -0.677576 -0.748 -0.074 0.062 0.99
Br -2.877262 0.972992 3.170586 0.053 0.070 0.004 0.79
S -1.256209 1.802829 -1.763999 0.330 0.227 -0.002 0.93
S 2.700457 1.426949 -1.087612 0.414 0.425 0.094 0.49
F -1.922691 5.038798 -1.061745 0.018 0.016 -0.041 0.16
F 3.839555 3.473260 -2.170291 0.068 0.015 -0.040 0.17
F 4.728176 1.570098 -2.709563 0.048 -0.008 -0.005 0.17
F 5.092977 2.419299 -0.751915 -0.004 0.002 0.068 0.17
F -3.602446 5.125190 0.298431 0.014 0.041 0.014 0.15
F -3.609650 3.712815 -1.331296 -0.070 -0.059 -0.036 0.14
O 2.014556 2.338790 -0.201062 0.175 0.090 -0.055 -0.26
O 1.906633 1.116495 -2.285757 -0.177 -0.021 0.240 -0.31
O 1.482165 -1.548948 -2.034537 -0.531 0.160 0.246 -0.20
O -1.118430 -0.753792 -2.969877 0.029 -0.254 -0.130 -0.24
O -1.604113 -1.548676 -0.601809 0.139 0.230 0.069 -0.20
O 3.106268 0.193016 -0.424287 0.011 -0.103 -0.052 -0.28
O 0.561648 -2.448272 0.405667 -0.036 0.343 0.082 -0.19
N 1.175842 0.014406 1.843607 0.096 -0.213 -0.284 0.09
N -0.676711 1.425199 0.684101 0.308 -0.462 -0.217 -0.07
C 2.091711 -0.815918 2.350464 -0.138 0.084 0.117 -0.10
C 0.585583 0.675650 4.052905 0.070 -0.007 0.048 0.00
C -0.356506 1.857006 2.012205 0.029 -0.052 -0.032 -0.32
C 4.202914 2.282259 -1.721588 -0.116 -0.079 -0.030 -0.68
C 2.031427 -2.700450 -1.398262 0.061 -0.114 0.176 -0.13
C -1.719587 -1.811563 0.792009 0.073 -0.134 0.065 -0.17
C -2.744517 -0.912110 -1.175703 -0.236 -0.067 -0.007 -0.17
C 0.958687 -1.718484 -3.363911 0.147 0.116 -0.301 -0.11
C -1.588136 2.391686 2.711147 -0.064 -0.129 -0.024 -0.57
C -0.630494 -2.815922 1.104013 -0.021 -0.039 0.089 -0.12
C 1.002730 -3.398987 -0.549761 0.125 -0.089 -0.013 -0.15
C -2.149765 3.284802 0.472245 0.113 0.035 -0.033 -0.08
C 0.469759 0.779020 2.675822 -0.075 0.006 0.046 -0.22
C -0.522617 -1.963659 -3.406579 0.006 0.077 0.052 -0.16
C -2.287467 3.347641 1.797459 -0.053 -0.066 0.083 -0.02
C 2.278430 -0.973253 3.711214 0.043 -0.003 -0.034 -0.02
C -2.829215 4.298445 -0.416195 0.022 -0.008 0.037 -0.61
C -1.353611 2.189220 -0.123938 -0.154 0.297 0.028 -0.66
C -2.506830 -0.856154 -2.683455 -0.096 -0.053 0.013 -0.18
C 1.490972 -0.230747 4.576525 0.002 0.031 0.027 -0.02
H -0.820956 -2.794906 -2.762602 -0.027 -0.014 -0.045 0.13
H -0.433327 -2.835794 2.177490 0.067 -0.018 -0.011 0.14
H 1.499370 -2.521313 -3.865675 0.084 0.007 0.074 0.15
H 3.029731 -1.654510 4.084812 -0.003 -0.008 -0.035 0.12
H 1.599579 -0.337994 5.647701 -0.006 0.007 -0.006 0.12
H 0.324378 2.720907 1.925991 -0.018 0.035 -0.004 0.18
H -3.641336 -1.500897 -0.965511 0.028 -0.056 0.044 0.14
H -0.006866 1.296779 4.710288 -0.032 -0.001 -0.037 0.12
H -2.915856 -1.746527 -3.164518 0.019 -0.012 -0.023 0.14
H 2.697282 -1.349682 1.637052 0.011 -0.105 -0.100 0.11
H 1.472050 -4.256127 -0.056348 -0.058 -0.007 0.048 0.15
H -0.810038 -2.190275 -4.438699 -0.039 -0.006 0.004 0.15
H -2.696768 -2.236069 1.036123 -0.018 0.026 -0.035 0.15
H -2.943198 4.079984 2.248632 0.002 0.028 -0.021 0.14
H 1.161036 -0.773471 -3.867738 0.096 -0.037 -0.048 0.14
H -1.348098 2.864716 3.658356 0.014 0.021 -0.003 0.10
H -2.873819 0.081917 -0.741643 -0.006 -0.133 -0.030 0.09
H -1.596909 -0.883862 1.353145 -0.033 0.038 0.046 0.06
H 2.441137 -3.387360 -2.139126 0.013 0.080 -0.075 0.15
H -3.002552 0.020481 -3.098113 -0.034 -0.035 -0.013 0.12
H 2.841568 -2.327474 -0.771008 0.031 -0.012 -0.033 0.13
H -0.939242 -3.813646 0.788596 0.026 -0.014 -0.005 0.14
H 0.158014 -3.752682 -1.144916 0.006 -0.020 -0.012 0.13
```
Forces are in eV/Å.

# 2
The following is a DFT calculation (the ωB97M-V functional and the def2-TZVPD basis) of a 12-piece molecular cluster, C40H99F18N11O22S6 overall.

As for the molecular weight: 1620.65 g/mol. The value obtained for the total energy is -8026.3452 Ha. Its spin multiplicity is 2. The highest occupied orbital energy (alpha / beta) is -8.4341 / -12.3564 eV. For the max |F|, the calculation gives 5.98 eV Å⁻¹. As for the net charge: +3.

```
196
Properties=species:S:1:pos:R:3:forces:R:3:lowdin_spin:R:1
S -0.949480 -0.047976 0.454752 -5.885 -1.026 0.315 0.00
S 5.405309 3.475558 2.832954 0.281 0.801 -0.473 0.00
S -5.879451 -0.984613 -5.532082 -1.218 0.076 -2.431 0.00
S 1.407485 0.521300 1.172091 2.349 -1.727 1.294 0.00
S 6.152288 1.153447 3.390235 -0.189 -4.682 0.733 0.00
S -4.319631 0.175895 -3.941808 -0.381 2.723 2.336 0.00
F -1.564315 -2.651307 0.220535 0.253 -1.448 0.057 0.01
F 8.885592 0.808533 3.653604 -1.728 -1.276 -0.618 0.00
F -3.243419 -1.362467 -0.015600 -1.052 0.188 0.043 0.01
F 7.675511 -0.001211 5.225966 -0.292 -0.278 -0.182 0.00
F -5.828933 -3.759676 -6.093417 0.730 1.198 0.280 0.00
F -3.892851 -2.823406 -5.548483 -0.215 -0.676 -0.201 0.00
F -2.527821 1.793687 -2.643076 -0.095 0.242 0.586 0.00
F -4.727995 -2.560240 -7.532213 -0.309 0.196 0.816 0.00
F 3.763714 1.655747 0.484420 -0.402 -2.134 -0.392 0.00
F 7.624949 -1.043266 3.345229 0.402 -0.458 -0.610 0.00
F -3.283272 2.713256 -4.511209 0.265 -1.133 1.312 0.00
F -1.855160 -1.576338 -1.680612 0.008 -0.248 1.413 0.00
F 3.851264 -0.614623 0.437338 -0.626 1.447 -0.686 0.00
F 2.788781 0.592557 -1.166397 0.921 -0.674 1.465 0.00
F 5.626779 4.992326 5.069025 -1.427 0.038 -1.170 0.00
F -1.861653 1.091461 -4.581029 0.376 -0.021 0.400 0.00
F 6.527957 5.843940 3.343355 -1.091 -0.518 -0.267 0.00
F 4.324328 5.938575 3.423296 1.588 -1.766 0.857 0.00
O -6.750066 -0.644056 -6.620540 0.615 -0.081 0.154 0.00
O 1.353258 -6.751608 0.305306 -0.857 2.421 0.354 0.00
O 10.108690 2.237498 0.604887 -0.331 -1.079 -0.253 0.00
O 1.181608 1.936827 1.394403 -0.526 -1.117 -0.940 0.00
O 0.565750 4.084270 -2.874412 -0.546 0.775 -1.494 0.00
O 3.867690 -1.027305 -3.535026 -1.329 -0.691 0.235 0.00
O -5.224423 -0.701132 4.043531 0.924 0.677 0.401 0.03
O 4.000771 3.096701 2.956126 1.627 -0.071 0.367 0.00
O -5.390362 0.811763 -3.144533 2.412 -1.131 -0.243 0.00
O 0.127838 6.834184 3.614988 -2.389 -0.217 -2.106 0.00
O 5.150697 0.714454 4.363470 0.611 0.115 -1.162 0.00
O -3.666881 -1.064008 -3.575660 -0.027 0.595 1.166 0.00
O 5.877398 3.760374 1.490024 -0.283 0.159 0.638 0.00
O 0.451832 -5.332815 -1.123701 -0.978 1.799 -1.121 0.00
O 5.959963 0.724349 1.996738 -0.017 0.604 0.979 0.00
O -6.720935 -0.209785 -0.366249 -0.217 -2.224 -0.613 0.01
O -1.164649 -0.171697 1.887447 -0.056 0.059 -0.669 0.00
O 0.493951 -0.154868 5.874649 0.600 0.596 -0.500 0.00
O -6.547741 -1.321031 -4.289324 1.123 -0.429 -0.383 0.00
O -1.516151 1.090217 -0.202790 -0.503 0.800 -0.021 0.00
O -3.490023 -7.479412 -4.394233 1.096 2.597 1.975 0.00
O 1.587039 -0.293817 2.395038 -0.078 1.020 -2.275 0.00
N -4.674446 0.186252 -5.448270 -1.641 -2.059 -0.910 0.00
N -2.329923 -6.435326 -2.017681 -1.243 0.824 -1.206 0.00
N -1.502264 6.721679 1.189308 -0.878 -0.043 0.990 0.00
N 6.665578 2.576224 3.620064 -2.425 3.328 -1.186 0.00
N 8.758766 2.841606 -1.875900 -1.693 -0.721 0.975 0.00
N 0.447428 -0.327800 -0.010675 4.980 0.827 1.161 0.00
N -5.817758 -2.901147 0.033883 -0.736 1.497 0.308 0.09
N -5.619050 -3.268668 4.944112 1.510 0.791 0.824 0.06
N -0.033485 6.899538 -2.981176 -0.775 0.038 -0.347 0.00
N 1.765609 -2.581340 4.645614 0.493 0.833 0.979 0.00
N 1.785540 -2.227779 -1.835197 -0.492 0.531 -1.175 0.00
C -3.424347 -5.678147 -2.815183 0.708 0.260 0.665 0.01
C -2.907429 1.537529 -3.859789 -1.629 -0.577 -2.930 0.00
C -3.136773 -4.205671 -2.651699 -0.143 0.484 0.074 0.01
C 1.343333 7.192768 4.152553 1.131 -0.139 1.876 0.00
C -1.987137 -1.554188 -0.326707 2.146 2.895 -0.330 0.00
C -3.305949 -6.052610 -4.245504 -0.890 -0.891 -1.138 0.00
C 0.063539 5.609746 2.928409 -0.992 -0.469 -1.063 0.00
C 0.620719 -4.626634 1.194159 0.154 0.388 -0.435 0.00
C 1.863804 -0.410577 6.092549 -0.320 -2.286 1.314 0.00
C 9.077380 1.393667 0.175590 -2.400 1.752 -0.103 0.00
C 3.295238 -2.594174 6.611939 0.485 0.532 -0.642 0.00
C -0.375270 4.644998 -3.909943 0.547 -0.676 2.383 0.00
C 1.409827 6.291164 -4.914479 0.031 -0.650 0.091 0.00
C 0.107285 2.888673 -2.168909 -0.870 1.328 0.259 0.00
C -1.306267 5.480645 2.071848 1.461 -0.325 0.579 0.00
C 8.068976 2.282051 -0.576912 0.086 -2.599 -0.483 0.00
C -3.424717 -7.839361 -5.712430 -0.507 -1.525 -1.564 0.00
C -7.575538 -1.326475 -0.812937 1.612 0.134 -0.272 0.01
C -6.584320 -2.500937 -1.176209 -0.985 0.350 -1.270 0.02
C -7.185472 -3.727064 -1.917258 0.344 1.546 0.239 0.02
C -3.531400 -4.113002 3.997283 -0.077 -0.136 0.493 0.06
C -5.245340 0.456098 3.164054 -0.726 -0.039 1.187 0.01
C 0.001472 6.090168 -4.259451 1.525 -0.962 -1.101 0.00
C 3.143120 0.493051 0.178414 -1.652 1.464 0.139 0.00
C 11.085319 1.393326 1.186440 1.323 -0.020 -0.338 0.00
C -5.036636 -2.658656 -6.234629 -0.216 0.832 0.163 0.00
C -1.489718 4.222359 1.166329 0.999 0.722 1.097 0.00
C 0.837686 -5.620330 0.036881 1.127 -3.664 0.763 0.00
C -4.236309 -1.623751 3.659337 -0.180 -0.623 -0.166 0.05
C 0.134500 -2.193347 -3.790486 0.940 0.071 0.427 0.00
C -4.153853 -2.857658 4.606268 -1.324 1.032 -1.136 0.02
C 6.855630 1.422999 -1.087297 0.110 1.299 -0.325 0.00
C 1.624385 -2.243064 -3.377934 1.187 0.183 0.710 0.00
C 7.674135 0.131986 3.896256 1.034 2.615 1.556 0.00
C 4.550980 0.165224 -3.885972 -0.832 0.383 -1.461 0.00
C -7.327409 0.993390 -0.001063 -1.049 -0.107 0.299 0.00
C 1.968881 -2.009211 6.070722 0.882 0.245 0.245 0.00
C 0.263752 1.235774 6.080612 -0.519 -0.223 0.006 0.00
C 5.429873 5.146880 3.740829 1.808 1.238 0.408 0.00
C 2.444568 -1.050154 -3.926781 0.711 0.997 0.201 0.00
H 0.630200 2.781367 -1.218568 0.808 -0.006 -0.454 0.00
H -0.347206 -4.773579 1.673351 0.037 -0.441 0.140 0.00
H -6.302216 -4.361960 -1.987072 -0.615 -0.818 -0.144 0.01
H -2.391211 6.582375 0.730545 -0.288 -0.098 -0.636 0.00
H 2.684752 -1.903700 -1.508877 0.740 -0.007 -0.371 0.00
H -2.097112 5.540593 2.819553 -0.227 0.204 -0.238 0.00
H -6.227670 -3.191300 4.141796 -0.409 -0.341 -1.384 0.10
H 2.247210 6.071318 -4.252228 -0.228 0.152 0.569 0.00
H 9.316558 3.662870 -1.690185 0.048 0.410 -0.253 0.00
H 11.275527 0.592909 0.471419 0.337 -0.196 0.005 0.00
H -2.671300 -4.020608 3.334126 0.103 0.605 0.272 0.01
H -0.438640 -3.020495 -3.371646 0.338 -0.192 -0.146 0.00
H -0.364344 -1.299163 -3.416726 0.198 0.216 -0.273 0.00
H 1.596644 5.544278 -5.686074 -0.602 -0.062 -0.165 0.00
H -0.564548 4.000961 -4.768717 0.625 0.044 -0.176 0.00
H 7.115088 0.644909 -1.805187 0.461 -0.544 0.603 0.00
H -4.418345 -5.959072 -2.467122 0.309 -0.313 0.477 0.01
H 3.467749 -2.481342 7.682265 -0.435 0.161 -0.078 0.00
H 1.321400 -1.866053 4.087801 -0.362 0.367 -0.756 0.00
H -1.412675 -6.039348 -2.165852 1.044 0.662 -0.025 0.00
H -3.715218 -2.507640 5.540714 0.006 -0.387 0.033 0.00
H -2.502431 -6.296388 -1.032274 -0.053 -0.738 0.484 0.02
H 2.298087 -0.945398 -5.001796 0.449 -0.736 -0.356 0.00
H 4.198285 1.080567 -3.410731 -0.101 -0.171 0.851 0.00
H 0.773335 1.561458 6.987443 0.054 0.118 0.082 0.00
H -2.433357 -5.582127 -4.698644 0.990 -0.855 0.059 0.00
H 2.016710 -0.094844 -3.622788 -0.305 0.086 0.744 0.00
H -8.317707 -1.649466 -0.082901 0.294 0.009 0.761 0.01
H 0.783437 6.666656 -2.434824 0.536 0.099 0.214 0.00
H 1.617829 7.247514 -5.394300 -0.502 0.186 0.242 0.00
H 0.118806 -2.220565 -4.880032 -0.264 -0.005 0.070 0.00
H -0.612917 4.091963 0.532042 -0.014 -0.037 -0.136 0.00
H -7.708139 1.568180 -0.845326 0.275 0.031 -0.230 0.00
H -4.053696 -5.563752 -4.870014 -0.705 0.214 0.416 0.00
H 0.550391 -3.601656 0.830048 0.297 0.157 -0.089 0.00
H -6.617645 1.573218 0.588953 0.083 0.009 -0.241 0.00
H 1.136158 -1.539181 -1.482724 -0.581 0.396 0.652 0.00
H -2.396098 4.246872 0.561381 -0.078 0.077 0.130 0.00
H -3.239137 -1.183965 3.640619 0.174 0.136 -0.139 0.00
H -4.267372 -4.637593 3.387980 -0.169 0.043 -0.016 0.06
H -8.186025 0.774773 0.633827 -0.206 0.152 0.280 0.00
H -0.791820 6.986657 0.522104 0.495 -0.407 -0.048 0.00
H 2.184180 7.334508 3.473593 -0.234 -0.064 -0.390 0.00
H 6.182925 2.014814 -1.708032 -0.070 0.730 -0.002 0.00
H 8.446564 1.046588 0.993953 0.250 -0.308 0.491 0.00
H 1.124479 -2.464198 6.588474 -0.032 0.632 0.320 0.00
H -3.655538 -8.903809 -5.670196 0.195 -0.045 -0.607 0.00
H 7.920954 2.924634 -2.433832 -0.171 1.540 -0.491 0.00
H 1.209573 -3.424121 4.671171 -0.238 -0.220 -0.094 0.00
H 2.667464 -2.812335 4.253962 0.349 0.052 -0.435 0.00
H -2.718879 -3.897575 -1.693293 -0.047 -0.489 0.184 0.01
H 6.186525 1.116900 -0.283129 0.602 -0.376 0.213 0.00
H 1.178281 8.092282 4.745624 0.030 0.109 -0.294 0.00
H -5.614952 -4.203575 5.326234 -0.262 -0.509 0.029 0.02
H -2.387623 -3.940240 -3.397631 -0.209 0.395 -0.045 0.00
H 2.095220 -0.084584 7.106585 0.027 -0.506 0.609 0.00
H -2.471206 -7.666854 -6.211577 0.323 -0.006 0.275 0.00
H 1.590740 -3.117609 -1.398900 -0.480 -0.984 0.072 0.00
H 9.245148 2.168285 -2.450506 0.966 -0.597 0.566 0.00
H -3.265796 -4.746127 4.843872 0.176 -0.341 -0.156 0.00
H -0.766598 6.456140 -4.940797 -0.083 0.198 0.230 0.00
H 2.113856 -3.180286 -3.642747 -0.181 0.030 -0.354 0.00
H -8.100078 -4.134142 -1.486127 0.463 -0.373 0.409 0.00
H -0.145699 7.885527 -3.169198 0.798 0.625 -0.285 0.00
H 7.735084 3.070789 0.097264 0.135 0.441 -0.534 0.00
H 3.505718 -3.634803 6.365181 -0.731 -0.289 0.078 0.00
H -6.031205 -2.642092 5.620600 -0.049 0.400 0.501 0.01
H -5.058821 -2.236942 0.088092 0.588 0.028 0.351 0.02
H -1.345534 4.706031 -3.417031 -0.393 -0.095 0.108 0.00
H 4.128621 -2.100969 6.111611 0.081 0.458 0.044 0.00
H -5.708024 1.214268 3.795870 -0.746 -0.070 -0.440 0.00
H 11.995750 1.985380 1.279597 -0.085 -0.123 0.267 0.00
H 1.594861 6.423334 4.882495 0.566 -0.087 0.079 0.00
H -0.808400 1.360130 6.232700 0.064 0.086 -0.168 0.00
H 4.335556 0.389075 -4.930761 0.129 -0.146 -0.437 0.00
H 2.617745 0.185543 5.578432 -0.187 -0.378 -1.321 0.00
H 1.441000 -4.720233 1.905837 -0.146 -0.090 0.109 0.00
H -6.390700 -2.690570 0.838546 -0.464 -0.216 1.341 0.10
H -0.850609 6.720762 -2.415089 -0.438 -0.773 0.110 0.00
H 10.814843 0.914644 2.127614 -0.328 0.416 0.106 0.00
H -4.184854 -7.351051 -6.322222 -0.256 0.168 0.025 0.00
H 5.637346 0.092191 -3.835295 -0.215 -0.537 0.486 0.00
H 0.615732 1.817027 5.228341 0.007 0.066 -0.062 0.00
H -0.893217 3.111653 -1.798251 -0.308 -0.375 -0.407 0.00
H -1.513073 3.347776 1.816441 -0.111 -0.062 -0.134 0.00
H -7.470206 -3.407592 -2.919734 0.254 0.097 -0.073 0.00
H -5.750942 -2.145189 -1.782037 -0.653 0.564 -0.663 0.00
H -5.470305 -3.839566 0.170848 0.277 -1.081 -0.173 0.12
H 0.918466 5.438266 2.274353 0.233 0.188 -0.227 0.00
H -5.799007 0.182078 2.266014 -0.047 0.301 -0.034 0.01
H -4.313510 0.964281 2.915956 0.706 -0.940 -0.040 0.00
H -4.546144 -1.920266 2.657240 0.522 -0.622 -0.327 0.04
H -8.211814 -1.112331 -1.671661 0.550 0.431 -0.475 0.00
H 0.117026 1.981148 -2.772571 0.081 0.190 -0.028 0.00
H -1.672201 7.529007 1.771922 0.352 0.548 0.616 0.00
H -2.271081 -7.374234 -2.385220 -0.272 -0.866 0.524 0.00
H 9.304884 0.510571 -0.421475 0.795 0.023 -0.187 0.00
H -4.040470 -3.609474 -2.778150 0.131 0.072 -0.407 0.00
H 0.044865 4.755909 3.605689 -0.042 -0.108 0.218 0.00
```
Forces are in eV/Å.